# 1
81
Properties=species:S:1:pos:R:3:forces:R:3 method="wB97M-V/def2-TZVPD" largest_force_ha_per_bohr=0.0207 total_charge=+2 multiplicity=3 e_tot_ev=-70516.148 homo_energy_ha="-0.581 / -0.582" s2=2.020 lumo_energy_ev="-7.37 / -7.17"
V 1.345042 -0.059096 0.905645 0.320 -0.994 -0.214
C 2.874653 2.645032 -0.563318 0.002 0.019 -0.009
C 2.963505 1.595156 0.512987 -0.054 0.041 -0.081
C 3.567114 0.349104 0.208252 -0.016 -0.012 0.088
C 4.051392 0.080669 -1.187859 0.026 -0.049 -0.017
C 3.732109 -0.620269 1.229529 0.071 0.042 -0.192
C 4.538356 -1.862072 0.972083 0.026 0.054 -0.012
C 3.129010 -0.431832 2.489030 -0.058 0.102 0.073
C 3.299731 -1.496568 3.537628 0.002 0.023 0.032
C 2.428579 0.777590 2.767533 0.044 -0.027 -0.072
C 1.696046 0.954631 4.072483 0.008 -0.004 0.044
C 2.447556 1.832903 1.811796 -0.042 -0.025 0.086
C 1.907874 3.192362 2.172499 0.024 0.005 0.022
H 2.214534 2.327045 -1.373087 0.000 -0.025 0.008
H 3.858542 2.818774 -0.999613 0.002 0.018 0.010
H 2.495611 3.588055 -0.187865 -0.003 0.006 -0.014
H 5.094649 0.392928 -1.286813 0.000 -0.011 -0.001
H 3.476691 0.632172 -1.926826 0.001 0.000 0.006
H 3.990908 -0.976418 -1.433804 -0.005 0.011 -0.002
H 3.913924 -2.736573 0.784714 -0.025 0.003 -0.013
H 5.155814 -2.086198 1.839821 0.011 -0.019 -0.011
H 5.196097 -1.737668 0.118254 0.020 -0.009 0.021
H 3.028834 -2.487015 3.173852 0.012 0.005 -0.020
H 2.738317 -1.297066 4.442059 0.002 -0.011 -0.002
H 4.355684 -1.541299 3.813565 -0.010 0.001 0.028
H 2.380063 1.312555 4.845765 -0.007 0.000 0.002
H 1.265460 0.019293 4.420554 0.005 0.008 -0.004
H 0.884835 1.671069 3.983641 0.001 -0.004 0.001
H 0.930374 3.394888 1.732192 0.009 -0.028 -0.010
H 2.594793 3.955767 1.811429 -0.009 0.017 0.026
H 1.824586 3.312464 3.246940 0.014 0.020 -0.005
C -3.076225 -2.269707 0.994478 0.020 -0.045 -0.018
C -3.691550 -0.884322 0.909914 0.026 0.084 -0.022
C -5.117279 -0.943713 0.396182 0.000 0.004 -0.018
C -3.607890 -0.158770 2.240922 0.017 0.000 0.046
O -2.951726 -0.075109 -0.060847 -0.069 -0.141 0.096
Si -1.463647 -0.010657 -0.603338 0.230 -0.061 -0.006
O -0.332717 -0.016100 0.688189 -0.762 0.675 0.044
O -1.191589 1.277200 -1.512518 0.108 0.079 -0.064
C -1.749635 2.630796 -1.501982 -0.011 -0.019 0.033
C -3.193426 2.570153 -1.968037 -0.015 0.012 -0.040
C -0.893588 3.425630 -2.470591 0.002 -0.030 -0.023
C -1.633964 3.179689 -0.089973 0.014 0.042 0.052
O -0.824604 -1.329698 -1.368248 -0.264 0.008 -0.045
C -1.153883 -1.821611 -2.735112 -0.025 -0.030 0.005
C -2.609713 -1.513680 -3.027141 -0.050 0.005 -0.033
C -0.899647 -3.317371 -2.701861 0.036 0.037 0.063
C -0.223472 -1.112538 -3.699661 0.094 0.034 -0.020
H -3.639638 -2.881649 1.698327 0.000 -0.007 -0.003
H -2.044220 -2.216785 1.351396 0.017 0.019 0.024
H -3.089178 -2.768033 0.024274 -0.017 0.000 -0.006
H -5.741193 -1.508233 1.088241 -0.010 -0.005 0.008
H -5.157673 -1.429911 -0.578696 0.005 -0.008 -0.002
H -5.529721 0.059854 0.300185 -0.002 0.013 0.007
H -4.186589 -0.690812 2.995783 -0.007 0.001 0.006
H -4.009169 0.850070 2.150926 -0.022 0.011 -0.008
H -2.573187 -0.095077 2.586937 -0.002 -0.013 -0.023
H -3.246194 2.146949 -2.971566 -0.012 -0.002 -0.010
H -3.614850 3.574728 -2.004873 0.012 0.010 -0.005
H -3.802976 1.967667 -1.296586 0.012 -0.015 0.019
H -0.938001 2.985978 -3.466567 -0.003 0.000 -0.009
H 0.147831 3.442273 -2.143868 -0.003 0.005 0.014
H -1.249284 4.453181 -2.533943 -0.008 0.014 0.004
H -2.220880 2.588698 0.616583 -0.007 -0.018 -0.005
H -1.994177 4.207482 -0.046063 -0.009 -0.005 -0.021
H -0.585665 3.178390 0.222912 -0.021 -0.011 -0.014
H -3.269481 -1.985544 -2.298961 0.003 -0.014 0.007
H -2.867658 -1.897377 -4.014115 0.005 0.000 0.002
H -2.799952 -0.438507 -3.034355 0.009 0.014 0.008
H -1.539416 -3.807125 -1.967502 -0.018 0.001 0.009
H 0.145169 -3.527394 -2.462167 0.016 -0.002 -0.008
H -1.104460 -3.753961 -3.678243 -0.014 0.013 -0.017
H -0.371507 -0.033426 -3.664158 -0.027 -0.003 0.014
H -0.413610 -1.452992 -4.716950 -0.010 -0.014 -0.011
H 0.820334 -1.335235 -3.464208 -0.018 -0.007 0.006
C 1.110755 -3.078341 0.566068 0.086 0.128 -0.013
O 1.316637 -1.832759 -0.155885 0.222 0.058 0.309
H 1.212092 -3.904245 -0.133456 0.010 -0.026 0.016
H 0.116851 -3.080914 1.012055 0.004 -0.057 0.034
H 1.872920 -3.153657 1.336705 -0.049 -0.058 0.019
H 0.479980 -1.733875 -0.741709 0.142 0.170 -0.168

***

# 2
84
Properties=species:S:1:pos:R:3:forces:R:3 method="wB97M-V/def2-TZVPD" largest_force_ha_per_bohr=0.0144 e_tot_ev=-118431.795 homo_energy_ha=-0.335 lumo_energy_ev=0.60 smiles="C[Si](C)(C)OCC[C@H]1C(=O)NC[C@@H]1Br.C1CCOC1.C1CCOC1.C1CCOC1.C1CCOC1"
C 2.712959 1.423008 0.278510 0.056 -0.004 -0.112
Si 2.087597 0.543373 -1.250011 0.308 0.000 0.063
C 3.013413 -1.046367 -1.520647 0.185 0.197 0.060
C 2.371643 1.678140 -2.720325 -0.459 -0.015 0.004
O 0.456424 0.229683 -1.064285 -0.046 0.076 -0.281
C -0.516047 1.119701 -1.567173 -0.265 -0.035 0.207
C -1.886805 0.698159 -1.030576 0.028 0.383 0.169
C -3.038615 1.282311 -1.862892 0.327 -0.052 -0.326
C -4.417426 0.844599 -1.376417 -0.344 -0.554 0.236
O -4.865101 -0.271205 -1.458889 0.141 0.377 -0.188
N -5.117839 1.936030 -0.795738 0.504 0.220 -0.495
C -4.129113 3.016056 -0.684770 0.068 -0.073 -0.110
C -3.146115 2.812530 -1.838129 -0.045 -0.140 0.444
Br -3.923990 3.459870 -3.499338 -0.012 0.111 -0.114
H 3.178311 0.707809 0.964426 -0.133 0.116 0.046
H 3.476975 2.151786 -0.019599 -0.090 -0.040 0.158
H 1.891170 1.951376 0.774927 0.225 -0.043 -0.020
H 3.445023 -1.392322 -0.577329 -0.158 -0.121 -0.150
H 2.409605 -1.849512 -1.947391 0.071 0.059 0.032
H 3.849669 -0.840476 -2.200988 -0.147 -0.153 0.053
H 1.961618 1.245082 -3.641147 0.183 0.071 0.062
H 3.445445 1.842124 -2.842071 -0.071 -0.021 -0.059
H 1.890425 2.651142 -2.570746 0.108 -0.040 -0.040
H -0.530740 1.112557 -2.669347 0.048 -0.031 0.151
H -0.303815 2.150892 -1.238685 0.033 -0.139 -0.144
H -1.952414 -0.392183 -1.048544 -0.043 0.089 0.007
H -1.964139 1.029347 0.015770 0.000 -0.214 -0.105
H -2.934626 0.894547 -2.881148 -0.020 0.098 0.089
H -5.884689 2.190337 -1.412207 -0.247 -0.102 0.332
H -4.569778 4.011383 -0.652439 -0.045 -0.144 0.076
H -3.553431 2.820485 0.226134 -0.150 0.298 0.119
H -2.225877 3.371232 -1.675865 -0.022 -0.201 -0.275
C 7.092250 -4.329768 -3.665352 -0.013 0.022 -0.018
C 7.538270 -2.904562 -3.990544 -0.004 -0.013 0.026
C 6.206045 -2.164261 -3.997820 0.014 -0.027 -0.005
O 5.372868 -2.833154 -3.052517 0.014 -0.004 -0.033
C 5.963911 -4.075315 -2.673057 0.027 0.008 0.006
H 7.883069 -4.953083 -3.250847 0.013 0.008 0.006
H 6.706293 -4.818309 -4.562329 -0.007 0.002 -0.001
H 8.181749 -2.520465 -3.196356 -0.005 0.003 0.005
H 8.072650 -2.816003 -4.935149 -0.002 -0.014 -0.011
H 5.734021 -2.207351 -4.985571 0.017 0.003 -0.007
H 6.297313 -1.116546 -3.706160 -0.012 0.003 0.004
H 6.347513 -3.990723 -1.650180 0.008 -0.014 -0.004
H 5.194517 -4.847739 -2.688469 -0.014 0.005 0.004
C -7.806714 -1.416542 1.890734 0.037 0.039 0.006
C -6.509725 -1.515946 1.087817 -0.084 -0.087 0.065
C -5.571788 -0.654967 1.920334 -0.022 0.027 -0.018
O -6.005207 -0.784589 3.279491 0.015 0.018 0.012
C -7.283028 -1.419463 3.321642 0.012 -0.016 -0.032
H -8.506114 -2.228895 1.697661 0.007 -0.013 -0.002
H -8.311139 -0.472059 1.674486 -0.002 0.002 0.002
H -6.158480 -2.550368 1.070751 0.005 0.003 0.002
H -6.592391 -1.167605 0.062564 0.014 0.021 -0.012
H -5.636307 0.396496 1.620628 0.008 -0.012 -0.015
H -4.530130 -0.972613 1.854325 0.012 0.002 0.008
H -7.163736 -2.442763 3.695811 -0.012 0.000 -0.007
H -7.922586 -0.872461 4.016049 0.007 0.004 0.010
C 2.864583 -2.751861 3.525564 -0.022 0.014 -0.008
C 1.457419 -3.305028 3.301325 0.027 -0.006 -0.011
C 1.169270 -2.835964 1.880216 0.001 0.041 0.032
O 2.429341 -2.812720 1.207693 0.009 -0.027 -0.007
C 3.490964 -2.947861 2.150017 -0.031 -0.003 0.030
H 3.416727 -3.260766 4.314270 -0.008 -0.015 0.006
H 2.816441 -1.689076 3.772156 0.001 0.004 -0.007
H 1.469260 -4.395974 3.347237 0.001 -0.002 -0.007
H 0.723862 -2.941380 4.019153 0.004 0.014 0.009
H 0.742653 -1.827021 1.871828 -0.009 -0.005 0.005
H 0.495056 -3.498068 1.336381 0.004 -0.002 -0.015
H 3.932603 -3.945981 2.052965 0.006 0.003 0.019
H 4.260523 -2.208242 1.920724 0.003 -0.002 -0.016
C -0.635611 4.903834 3.097224 0.002 0.002 -0.022
C -1.703251 4.710350 2.020561 0.017 -0.012 0.005
C -0.862614 4.219653 0.848546 0.013 0.032 0.035
O 0.226294 3.493516 1.412370 -0.039 -0.003 -0.045
C 0.292641 3.727539 2.821724 -0.036 -0.005 0.028
H -1.031487 4.895577 4.111145 -0.017 -0.007 0.003
H -0.109582 5.847921 2.942418 0.001 -0.002 -0.008
H -2.414040 3.940185 2.327623 -0.004 -0.016 0.014
H -2.261269 5.615786 1.787091 0.006 0.018 0.006
H -0.469244 5.057358 0.261312 -0.031 0.002 -0.010
H -1.412541 3.555655 0.177698 0.076 0.033 0.090
H -0.040794 2.827122 3.347920 -0.003 0.008 0.009
H 1.329973 3.922978 3.093840 0.009 -0.004 -0.015

***

# 3
90
Properties=species:S:1:pos:R:3:forces:R:3 method="wB97M-V/def2-TZVPD" largest_force_ha_per_bohr=0.0190 total_charge=+1 e_tot_ev=-81289.667 homo_energy_ha=-0.451 lumo_energy_ev=-1.85
C 2.291501 1.938752 5.862267 0.038 0.298 -0.304
C 2.884524 1.611040 4.506762 -0.089 -0.277 0.581
O 2.187748 0.494634 3.939596 -0.181 0.119 0.078
C 1.943668 0.527039 2.570678 -0.155 -0.066 -0.294
C 0.428277 0.363980 2.363242 0.427 0.777 0.410
C -0.239942 1.707992 2.494352 -0.014 0.039 0.176
O -1.619146 1.568065 2.332930 -0.129 -0.023 -0.041
C -2.019484 1.176055 1.036647 -0.325 -0.152 0.555
C -3.305596 0.383743 1.210861 -0.310 -0.554 0.216
C -4.433314 0.681212 0.454785 0.249 0.133 0.014
C -5.580138 -0.093319 0.571864 0.303 -0.263 0.344
C -5.554453 -1.158979 1.458251 0.463 0.397 -0.006
C -4.380853 -1.381591 2.185822 -0.091 0.213 -0.117
N -3.267903 -0.645976 2.084333 -0.407 0.195 -0.703
C -0.987792 0.344274 0.210396 -0.488 0.470 -0.101
C -0.446998 1.120863 -1.002191 0.883 -0.022 -0.310
C -0.002404 0.196197 -2.140704 -0.136 -0.267 0.330
C 0.659716 2.134895 -0.656337 -0.269 0.246 -0.124
C 1.418475 2.705716 -1.858375 -0.014 -0.099 0.601
N 0.112358 -0.297458 1.054509 -0.161 0.000 -0.269
C -0.149322 -1.764211 1.264681 0.217 -0.711 0.034
Cl 0.102499 -2.595137 -0.284373 0.101 0.142 -0.076
C 0.673723 -2.417925 2.369178 -0.181 -0.207 0.401
C -0.064664 -2.492724 3.722261 0.272 -0.166 -0.244
H 2.531758 1.185272 6.601860 -0.103 -0.162 0.101
H 2.693734 2.893554 6.194598 0.153 0.024 0.126
H 1.216243 2.073846 5.781526 -0.164 -0.146 0.070
H 2.805839 2.482875 3.860885 0.076 0.019 -0.259
H 3.923496 1.319059 4.642042 0.240 0.178 -0.243
H 2.255786 1.468724 2.112428 0.118 0.157 0.070
H 2.497464 -0.260806 2.053476 0.099 -0.097 -0.027
H 0.028710 -0.216557 3.184309 -0.077 -0.367 -0.235
H -0.078823 2.008957 3.525242 0.024 0.177 0.115
H 0.199811 2.469165 1.850011 -0.062 0.034 -0.129
H -2.261371 2.078933 0.474082 0.115 0.037 -0.245
H -4.412143 1.519211 -0.226603 0.008 0.101 -0.040
H -6.460963 0.134551 -0.005902 -0.101 0.022 -0.080
H -6.413684 -1.793028 1.596206 -0.080 -0.125 0.058
H -4.357911 -2.208990 2.881947 0.150 -0.033 0.135
H -1.558627 -0.485450 -0.189583 0.097 -0.248 -0.039
H -1.275125 1.703187 -1.400686 -0.328 -0.028 0.142
H 0.017582 0.728952 -3.082518 0.144 0.140 -0.101
H 0.984525 -0.225514 -1.962015 0.179 -0.033 -0.046
H -0.684152 -0.642504 -2.252975 -0.130 -0.046 -0.056
H 0.204328 2.969951 -0.123973 -0.058 0.034 0.120
H 1.392099 1.706127 0.031329 0.118 -0.098 0.039
H 0.756676 2.889938 -2.695853 -0.010 0.084 -0.205
H 2.230889 2.051662 -2.152661 -0.009 -0.111 -0.327
H 1.877689 3.642617 -1.564055 0.076 0.172 -0.147
H 0.958653 -0.232713 0.483251 0.025 -0.096 -0.057
H -1.199331 -1.868801 1.495957 -0.249 0.262 0.075
H 1.649590 -1.963243 2.496923 0.086 0.027 -0.139
H 0.859269 -3.431718 2.049949 -0.022 -0.281 -0.267
H -1.129406 -2.318746 3.593324 -0.145 0.140 0.122
H 0.050380 -3.491583 4.128035 0.008 -0.114 0.110
H 0.351945 -1.798092 4.444869 -0.126 0.142 0.127
C -2.959428 -8.100979 -0.727344 -0.061 -0.097 -0.062
O -1.820137 -7.356513 -0.261969 -0.007 0.075 0.015
P -1.992622 -6.125356 0.697578 -0.148 -0.054 -0.037
O -0.728703 -5.568514 1.169114 0.263 0.095 0.127
O -2.993425 -6.575594 1.848285 -0.001 -0.028 -0.052
C -2.535647 -7.554067 2.798905 0.010 -0.052 0.081
O -2.907890 -5.133767 -0.134431 -0.122 0.138 0.084
C -3.258493 -3.891796 0.490191 0.009 -0.023 -0.065
H -2.905880 -9.106464 -0.314856 0.028 0.013 0.014
H -3.896948 -7.634239 -0.430523 0.020 0.038 0.018
H -2.908492 -8.152294 -1.811413 0.037 0.034 -0.004
H -1.451448 -7.659124 2.771672 0.005 0.046 -0.008
H -3.003487 -8.511476 2.575047 -0.002 0.011 -0.023
H -2.839030 -7.227109 3.789661 -0.020 0.032 -0.012
H -2.419996 -3.519348 1.078558 -0.028 -0.020 0.040
H -4.126991 -4.021145 1.134135 -0.003 -0.101 -0.008
H -3.494615 -3.174215 -0.292747 0.005 -0.069 -0.068
C 4.302988 4.075907 -7.622529 0.027 -0.021 -0.104
O 3.968291 3.718451 -6.271455 -0.007 0.014 0.038
P 3.926310 4.810005 -5.135835 0.090 0.039 -0.072
O 3.445723 4.289293 -3.858122 -0.164 -0.122 0.070
O 3.084711 6.028672 -5.722349 0.031 -0.046 -0.012
C 1.679206 5.843463 -5.936247 -0.082 0.031 -0.004
O 5.387657 5.402555 -5.150235 -0.040 0.085 -0.003
C 5.688955 6.489202 -4.258617 0.057 0.081 0.041
H 3.428589 3.913365 -8.250291 -0.010 -0.006 0.026
H 4.619110 5.114504 -7.699911 0.003 0.006 0.039
H 5.110369 3.428194 -7.953477 0.011 -0.015 0.041
H 1.307241 4.967833 -5.404058 0.025 0.009 0.034
H 1.492689 5.730333 -7.003667 0.020 -0.010 0.002
H 1.163677 6.728631 -5.572805 0.026 0.017 0.008
H 5.200007 6.344732 -3.295751 -0.012 -0.034 -0.009
H 5.366831 7.429710 -4.703090 -0.026 -0.015 -0.009
H 6.765466 6.501176 -4.118284 0.011 -0.043 -0.043